[1]
ORCA calculation (ωB97M-V/def2-TZVPD) on C34H38BN10O6SZn as an isolated structure.

Frontier orbital gap, eV: 4.601
Energy above the lowest of the compared OMol25 structures with the same formula, charge and spin, kcal/mol: 52.57
Energy, Ha: -4519.55835
LUMO, eV: -5.7
F_max, eV Å⁻¹: 0.59

```
! RIJCOSX wB97M-V def2-TZVPD def2/J DEFGRID3
* xyz 1 1
Zn -1.284 1.063 0.621
N 0.846 1.636 2.776
C 1.925 1.080 2.080
C 2.572 -0.020 2.628
C 3.634 -0.675 2.009
C 4.113 -0.216 0.812
C 3.502 0.898 0.207
C 4.029 1.425 -0.984
C 3.476 2.552 -1.587
C 2.353 3.086 -1.036
N 1.809 2.576 0.105
C 2.378 1.518 0.820
H 0.744 2.636 2.697
H 0.832 1.349 3.745
H 2.219 -0.379 3.586
H 4.086 -1.529 2.494
H 4.960 -0.674 0.320
H 4.880 0.967 -1.476
H 3.904 2.906 -2.510
H 1.808 3.907 -1.477
O 0.171 4.028 -0.035
N 0.522 3.043 0.510
C -1.110 -7.291 0.809
C 0.309 -6.755 1.049
C 0.980 -7.631 2.107
C 1.120 -6.860 -0.250
C 0.227 -5.289 1.476
C 0.718 -4.839 2.703
C 0.646 -3.504 3.103
C 0.065 -2.627 2.220
O -0.133 -1.261 2.335
B -0.753 -0.868 1.152
O -0.950 -1.968 0.324
C -0.426 -3.056 1.003
C -0.364 -4.367 0.602
H -1.066 -8.337 0.504
H -1.625 -6.737 0.024
H -1.710 -7.225 1.719
H 1.012 -8.661 1.752
H 0.429 -7.625 3.049
H 2.007 -7.318 2.301
H 1.186 -7.902 -0.565
H 2.134 -6.482 -0.107
H 0.660 -6.296 -1.062
H 1.170 -5.544 3.385
H 1.022 -3.183 4.065
H -0.763 -4.666 -0.357
O 4.874 0.954 -3.523
S 5.117 1.615 -4.808
O 5.591 0.745 -5.845
O 5.727 2.919 -4.671
C 3.435 2.074 -5.348
N 3.293 2.664 -6.537
C 2.072 3.027 -6.885
C 0.957 2.834 -6.066
C 1.218 2.216 -4.864
N 2.443 1.829 -4.506
C 0.234 1.907 -3.796
C -0.715 2.807 -3.323
C -1.375 2.523 -2.143
N -1.165 1.400 -1.444
C -0.332 0.478 -1.971
C 0.384 0.696 -3.123
H 1.965 3.495 -7.857
H -0.034 3.138 -6.372
H -0.883 3.753 -3.820
H -2.059 3.243 -1.711
H -0.225 -0.443 -1.413
H 1.102 -0.033 -3.472
C -3.129 1.623 2.764
N -2.862 2.151 1.377
C -2.715 3.638 1.492
N -3.881 4.250 2.077
C -4.097 3.684 3.413
N -4.295 2.233 3.351
C -5.456 1.955 2.498
N -5.264 2.491 1.147
C -4.096 1.882 0.560
C -5.048 3.937 1.245
H -2.246 1.824 3.374
H -3.266 0.543 2.692
H -2.542 4.047 0.495
H -1.838 3.845 2.112
H -4.977 4.146 3.857
H -3.232 3.904 4.042
H -6.340 2.412 2.940
H -5.611 0.877 2.440
H -3.934 2.278 -0.445
H -4.229 0.800 0.495
H -5.931 4.401 1.683
H -4.898 4.349 0.245
*
```

=====

[2]
ORCA calculation (ωB97M-V/def2-TZVPD) on a 2-piece molecular cluster, C12H30BClN2O8P2S overall.

Frontier orbital gap, eV: 6.167
Energy, Ha: -2752.44610
LUMO, eV: -0.8
F_max, eV Å⁻¹: 1.34

```
! RIJCOSX wB97M-V def2-TZVPD def2/J DEFGRID3
* xyz 0 1
C 5.337 1.634 1.726
B 4.657 1.063 0.443
O 5.412 0.309 -0.461
C 3.126 1.219 0.096
O 2.383 2.103 0.913
P 0.964 1.388 1.592
C 0.147 3.053 1.912
C -1.186 3.344 1.236
O -1.224 3.067 -0.187
C -2.183 2.203 -0.589
C -1.711 0.925 -1.226
O -3.367 2.450 -0.472
C 1.785 1.445 3.364
O 2.557 0.290 3.709
N 2.565 0.087 5.066
O 3.319 -0.761 5.366
P -0.858 0.265 2.571
S -0.766 -1.720 2.665
O 1.698 -0.191 1.316
C 2.513 -0.208 0.246
Cl 1.676 -0.728 -1.349
H 6.424 1.625 1.604
H 5.111 1.019 2.605
H 5.005 2.650 1.953
H 5.587 0.786 -1.276
H 2.989 1.546 -0.943
H 0.418 1.234 0.297
H 0.868 3.847 1.707
H -0.069 3.095 2.988
H -1.397 4.413 1.335
H -2.013 2.836 1.736
H -2.009 0.094 -0.578
H -2.220 0.801 -2.186
H -0.640 0.878 -1.394
H 1.054 1.627 4.155
H 2.457 2.308 3.326
H -2.067 0.646 1.943
H -1.015 0.726 3.892
H 3.246 -1.000 0.408
C -3.542 -4.204 -2.974
C -3.697 -2.841 -2.319
C -3.073 -1.671 -3.083
O -1.672 -1.691 -2.973
C -0.943 -2.351 -4.010
N -2.988 -2.858 -0.996
H -2.514 -4.566 -2.922
H -4.178 -4.945 -2.488
H -3.833 -4.153 -4.021
H -4.751 -2.643 -2.123
H -3.400 -0.736 -2.619
H -3.413 -1.658 -4.121
H -1.494 -2.332 -4.952
H -0.718 -3.384 -3.737
H -0.004 -1.817 -4.130
H -3.164 -3.692 -0.437
H -3.215 -2.041 -0.421
H -1.976 -2.784 -1.183
*
```

=====

[3]
ORCA calculation (ωB97M-V/def2-TZVPD) on a 3-piece molecular cluster, C4H13N3O overall.

Frontier orbital gap, eV: 4.261
Energy above the lowest of the compared OMol25 structures with the same formula, charge and spin, kcal/mol: 230.02
Energy, Ha: -399.38072
LUMO, eV: -4.0
F_max, eV Å⁻¹: 2.13

```
! RIJCOSX wB97M-V def2-TZVPD def2/J DEFGRID3
* xyz 0 1
C -0.106 -0.109 -1.174
N 0.816 -1.135 -0.772
C 0.896 -1.408 0.700
N 1.113 -0.165 1.378
C -1.355 -0.139 -0.343
C -2.502 -0.622 -0.812
O 2.716 0.542 -0.711
N -0.947 1.742 1.458
H 0.394 0.864 -1.222
H -0.447 -0.370 -2.186
H 1.769 -0.711 -0.919
H 0.117 -2.072 1.064
H 1.832 -1.959 0.788
H 1.962 0.256 0.948
H 0.345 0.513 1.497
H -1.184 0.529 0.610
H -3.360 -0.758 -0.161
H -2.656 -0.898 -1.849
H 2.897 1.276 -1.286
H -1.460 2.156 2.241
H -0.839 2.466 0.753
*
```

=====

Which of these has the highest LUMO? C12H30BClN2O8P2S

=====

Among the records above, which one has the lowest energy? C34H38BN10O6SZn

=====

Which formula does entry 2 have? C12H30BClN2O8P2S